Entry 1:
74
Properties=species:S:1:pos:R:3:mulliken_charge:R:1 method="wB97M-V/def2-TZVPD" relative_energy_kj_mol=0.0 orbital_gap_ev=7.617 lumo_ev=-0.3
Hg -0.251 -0.014 -0.094 2.60
C -1.295 1.822 -4.321 -1.48
C -0.656 1.602 -2.972 -0.32
O -1.290 0.739 -2.077 0.25
H -0.849 2.655 -4.865 0.38
H -2.372 1.985 -4.289 0.28
H -1.156 0.919 -4.914 0.30
H -0.822 2.621 -2.622 0.19
H 0.419 1.428 -2.930 0.26
C 2.123 -1.830 3.616 -1.57
C 1.538 -1.875 2.264 0.14
O 0.392 -1.074 1.990 -0.63
H 2.527 -0.845 3.847 0.29
H 2.921 -2.562 3.740 0.44
H 1.399 -2.031 4.406 0.32
H 1.287 -2.926 2.121 0.39
H 2.358 -1.615 1.595 -0.25
O 1.949 0.816 -0.241 0.17
H 2.190 1.709 -0.486 0.15
H 2.738 0.300 -0.407 -0.12
O 1.422 1.369 3.376 -0.72
H 1.368 1.222 4.320 0.28
H 0.970 0.619 2.989 0.18
O -0.142 2.171 0.812 -0.47
H 0.604 2.620 1.210 0.08
H -0.824 2.840 0.756 0.24
O 0.907 -1.617 -1.441 -0.42
H 1.354 -1.534 -2.284 0.17
H 0.916 -2.556 -1.256 0.17
O 2.074 -1.234 -3.635 -0.58
H 1.783 -0.943 -4.499 0.25
H 2.808 -1.823 -3.814 0.23
O 2.379 3.408 1.953 -0.64
H 3.326 3.515 1.860 0.30
H 2.277 2.605 2.463 0.34
O -2.012 -1.693 -3.617 -0.69
H -2.769 -1.437 -4.145 0.31
H -1.824 -0.925 -3.079 0.11
O -0.978 -1.059 5.038 -0.70
H -0.502 -0.419 5.567 0.31
H -0.538 -1.044 4.188 0.28
O -1.743 -2.136 -0.891 -0.37
H -1.744 -2.513 -1.771 0.21
H -2.434 -2.610 -0.427 0.18
O 3.368 1.512 -3.501 -0.67
H 3.242 1.999 -2.687 0.33
H 2.986 0.652 -3.328 0.33
O -2.306 0.278 0.992 -0.29
H -2.392 -0.050 1.887 0.04
H -3.027 0.901 0.895 0.15
O -3.609 -1.135 3.368 -0.58
H -3.134 -1.273 4.187 0.29
H -4.202 -1.884 3.305 0.27
O -2.804 3.226 -0.975 -0.75
H -3.389 2.832 -0.329 0.44
H -2.409 2.481 -1.428 0.25
O -4.132 -0.341 -1.652 -0.67
H -3.211 -0.100 -1.551 0.21
H -4.142 -0.946 -2.393 0.27
O 1.916 -4.431 0.092 -0.59
H 2.574 -5.075 0.354 0.28
H 2.223 -3.607 0.471 0.29
O 4.041 -0.935 -0.961 -0.60
H 4.203 -1.617 -0.309 0.23
H 4.641 -0.228 -0.723 0.29
O -1.828 -3.263 2.178 -0.68
H -1.170 -2.680 1.799 0.17
H -2.528 -2.678 2.468 0.38
O -4.379 2.168 0.920 -0.66
H -4.000 2.861 1.462 0.31
H -5.313 2.184 1.129 0.22
O 3.026 3.250 -1.199 -0.66
H 3.618 3.385 -0.459 0.25
H 2.308 3.864 -1.048 0.28

Entry 2:
18
Properties=species:S:1:pos:R:3:nbo_charge:R:1 method="wB97M-V/def2-TZVPD" relative_energy_kj_mol=388.0 orbital_gap_ev=9.302 lumo_ev=0.7
C 2.694 -0.150 0.039 -0.24
C 1.999 -1.250 0.449 -0.19
C 1.952 0.875 -0.519 -0.19
C 0.643 -1.381 0.401 -0.32
C 0.601 0.823 -0.674 -0.32
C -0.003 -0.330 -0.146 0.04
C -2.715 0.492 1.032 -0.17
C -2.291 0.004 -0.292 0.56
O -2.938 -0.889 0.599 -0.51
O -2.778 0.248 -1.528 -0.69
H 3.729 -0.142 0.112 0.22
H 2.491 -2.013 0.984 0.20
H 2.627 1.825 -0.768 0.21
H 0.129 -2.210 1.018 0.24
H -0.121 1.604 -1.012 0.24
H -1.856 0.591 1.650 0.21
H -3.741 0.956 1.238 0.21
H -2.734 -0.597 -2.077 0.50

Entry 3:
13
Properties=species:S:1:pos:R:3:nbo_charge:R:1 method="wB97M-V/def2-TZVPD" relative_energy_kj_mol=559.2 orbital_gap_ev=9.998 lumo_ev=0.3
H -1.922 2.038 0.180 0.35
N -0.803 2.083 0.014 -0.55
C -0.361 0.935 -0.311 0.31
C -1.329 -0.155 -0.380 -0.11
C -2.244 -0.975 0.091 -0.19
N 0.955 0.751 -0.352 -0.41
C 1.367 -0.208 0.805 -0.28
C 1.422 -0.498 -0.662 -0.24
H -2.912 -1.766 0.135 0.23
H 2.113 0.234 1.508 0.23
H 0.644 -0.738 1.562 0.23
H 0.669 -1.130 -1.264 0.22
H 2.400 -0.573 -1.325 0.21

Entry 4:
13
Properties=species:S:1:pos:R:3:nbo_charge:R:1 method="wB97M-V/def2-TZVPD" orbital_gap_ev=2.675 lumo_ev=-16.2 total_charge=+3
Hg 3.664 0.191 1.068 1.76
Hg 0.702 1.159 -3.854 1.54
Hg -1.229 -2.565 -0.308 1.61
S 1.450 -0.100 -0.621 2.66
O 1.662 0.598 0.621 -1.01
O 0.905 0.795 -1.628 -1.05
O 2.759 -0.565 -0.992 -1.01
O 0.407 -1.116 -0.555 -1.11
Cl -2.147 0.329 1.259 2.56
O -0.875 0.052 1.714 -0.79
O -1.952 0.844 -0.043 -0.79
O -2.810 -0.921 1.089 -0.80
O -2.536 1.300 2.250 -0.56

Entry 5:
82
Properties=species:S:1:pos:R:3:mulliken_charge:R:1 method="wB97M-V/def2-TZVPD" orbital_gap_ev=9.812 lumo_ev=0.1
O -6.968 4.670 6.305 -0.62
S -8.008 3.646 6.051 1.07
O -7.904 2.268 6.493 -0.64
C -9.686 4.387 6.560 -0.70
C -10.481 4.493 5.277 -0.57
C -9.451 4.629 4.167 -0.60
C -8.396 3.545 4.217 -0.63
H -9.426 5.300 7.096 0.37
H -10.112 3.692 7.284 0.36
H -11.013 3.543 5.236 0.32
H -11.136 5.358 5.383 0.29
H -9.105 5.652 4.314 0.31
H -10.007 4.626 3.230 0.35
H -7.459 3.743 3.697 0.36
H -8.770 2.553 3.964 0.32
O 7.407 -4.421 1.039 -0.64
S 6.097 -4.423 0.389 1.04
O 5.790 -5.451 -0.663 -0.62
C 4.769 -4.400 1.681 -0.60
C 3.794 -3.254 1.242 -0.60
C 4.155 -2.594 -0.036 -0.47
C 5.668 -2.713 -0.135 -0.81
H 5.277 -4.119 2.603 0.29
H 4.448 -5.429 1.840 0.42
H 2.853 -3.789 1.120 0.25
H 3.729 -2.556 2.076 0.33
H 3.821 -1.576 -0.237 0.35
H 3.820 -3.248 -0.840 0.27
H 6.233 -2.054 0.524 0.34
H 6.212 -2.582 -1.071 0.47
O 0.809 2.391 4.898 -0.60
S 1.324 3.512 5.580 1.02
O 0.645 3.978 6.813 -0.66
C 3.142 3.137 5.781 -0.69
C 3.568 3.429 4.351 -0.56
C 2.915 4.711 3.852 -0.57
C 1.457 4.961 4.418 -0.61
H 3.339 2.164 6.230 0.40
H 3.448 3.889 6.508 0.32
H 4.637 3.638 4.325 0.33
H 3.407 2.537 3.745 0.31
H 2.922 4.742 2.763 0.31
H 3.475 5.585 4.187 0.30
H 0.542 5.053 3.834 0.39
H 1.459 5.848 5.052 0.30
O 1.157 -4.136 -7.170 -0.64
S 2.117 -4.397 -8.257 1.03
O 1.750 -4.053 -9.628 -0.63
C 3.774 -3.736 -7.830 -0.65
C 4.716 -4.908 -8.143 -0.66
C 4.152 -6.211 -7.549 -0.44
C 2.731 -6.220 -8.154 -0.84
H 3.642 -3.323 -6.830 0.36
H 3.974 -2.839 -8.416 0.39
H 4.987 -5.005 -9.194 0.33
H 5.697 -4.709 -7.712 0.33
H 4.003 -6.238 -6.469 0.30
H 4.772 -6.999 -7.976 0.29
H 1.955 -6.918 -7.840 0.45
H 2.641 -6.477 -9.209 0.37
C -1.135 1.540 -2.524 -0.92
C -2.089 1.477 -1.410 0.74
C -2.191 0.127 -0.748 -1.07
O -2.841 2.419 -1.102 -0.59
H -0.292 2.191 -2.291 0.28
H -1.630 1.874 -3.436 0.30
H -0.758 0.530 -2.679 0.29
H -2.587 -0.584 -1.474 0.33
H -3.044 0.261 -0.083 0.32
H -1.239 -0.120 -0.279 0.32
C -4.212 -4.128 4.895 -0.71
C -3.191 -4.877 5.536 0.28
N -2.417 -5.519 6.063 -0.34
H -4.091 -3.075 5.150 0.26
H -5.157 -4.562 5.223 0.24
H -4.013 -4.129 3.824 0.25
C 2.394 4.144 -9.684 -0.65
C 2.920 3.651 -8.396 0.27
N 3.358 3.238 -7.405 -0.37
H 3.123 4.834 -10.108 0.25
H 1.402 4.584 -9.572 0.26
H 2.381 3.224 -10.267 0.24

Entry 6:
9
Properties=species:S:1:pos:R:3:nbo_charge:R:1 method="wB97M-V/def2-TZVPD" relative_energy_kj_mol=264.4 orbital_gap_ev=8.795 lumo_ev=0.7
P 1.832 -0.397 -0.005 0.67
C 0.578 0.823 -0.479 -0.49
C -0.413 0.666 0.619 -0.49
P -1.656 -0.448 -0.220 0.52
C 0.074 -0.712 0.363 -0.53
H 2.027 -1.056 -1.250 -0.07
H 0.237 0.928 -1.505 0.22
H -0.497 1.232 1.528 0.23
H -2.182 -1.036 0.948 -0.06

Entry 7:
84
Properties=species:S:1:pos:R:3:mulliken_spin:R:1 method="wB97M-V/def2-TZVPD" relative_energy_kj_mol=0.0 orbital_gap_ev="7.986 / 3.803" spin_multiplicity=5 lumo_ev="-10.6 / -15.0" total_charge=+4
Pt -0.914 0.654 0.707 0.49
P -0.597 2.941 0.228 0.24
P -1.029 0.396 3.065 0.21
P -3.095 0.392 0.051 0.04
H 0.108 -3.768 -6.369 0.03
C -0.730 -3.107 -6.620 0.37
C -0.585 -1.838 -7.034 0.38
H 0.393 -1.359 -7.166 0.02
C 1.090 3.460 -0.230 0.03
C -1.074 3.962 1.666 0.04
C -1.565 3.477 -1.228 0.02
C -1.333 -1.344 3.510 0.01
C 0.508 0.793 3.986 0.02
C -2.302 1.359 3.941 0.03
C -3.587 0.394 -1.706 0.00
C -4.191 1.636 0.822 0.01
C -3.709 -1.198 0.687 0.02
H -1.723 -3.585 -6.630 0.03
H -1.471 -1.255 -7.332 0.03
H 1.420 2.923 -1.129 0.00
H 1.803 3.264 0.579 0.00
H 1.113 4.538 -0.442 0.01
H -0.500 3.630 2.545 -0.01
H -2.147 3.828 1.863 0.00
H -0.868 5.026 1.469 0.01
H -1.377 2.777 -2.058 -0.01
H -1.260 4.490 -1.528 0.01
H -2.634 3.485 -0.973 0.00
H -1.637 -1.379 4.568 0.01
H -0.419 -1.939 3.378 -0.02
H -2.129 -1.762 2.880 0.00
H 0.286 0.742 5.064 0.00
H 0.839 1.811 3.729 0.00
H 1.304 0.070 3.741 0.00
H -2.785 0.692 4.672 0.00
H -3.047 1.754 3.238 0.00
H -1.804 2.189 4.463 0.00
H -4.683 0.392 -1.793 0.00
H -3.177 -0.488 -2.214 0.01
H -3.185 1.280 -2.214 0.00
H -5.071 1.767 0.176 0.00
H -3.692 2.606 0.937 0.00
H -4.520 1.282 1.807 0.00
H -4.685 -1.427 0.233 0.00
H -3.833 -1.152 1.776 0.00
H -3.003 -2.001 0.440 -0.01
C 0.037 -0.213 -2.954 0.13
C -0.043 -1.606 -2.552 0.19
C -1.061 -2.402 -3.095 -0.08
C -1.971 -1.901 -4.043 0.31
C -1.707 -0.653 -4.622 0.01
C -0.621 0.086 -4.208 0.25
O 0.565 0.695 -2.229 0.40
H -1.295 0.230 -0.870 0.30
H 0.665 -1.943 -1.779 0.02
H -1.126 -3.446 -2.781 0.00
H -2.809 -2.517 -4.440 -0.03
H -2.326 -0.342 -5.476 0.00
H -0.318 1.031 -4.683 -0.01
N 1.033 0.265 0.888 0.38
S 1.727 -1.177 0.492 0.02
C 3.313 -0.680 -0.211 0.02
C 4.396 -1.579 -0.155 0.00
C 5.663 -1.156 -0.579 0.00
C 5.850 0.158 -1.042 0.00
C 4.770 1.051 -1.088 0.00
C 3.483 0.612 -0.723 0.02
C 2.331 -1.793 2.107 0.05
C 3.329 -1.108 2.803 0.00
C 3.680 -1.524 4.099 0.00
C 3.070 -2.648 4.664 0.00
C 2.100 -3.352 3.937 0.00
C 1.752 -2.950 2.648 -0.01
H 1.700 0.959 1.228 0.00
H 4.240 -2.594 0.220 0.00
H 6.499 -1.863 -0.580 0.00
H 6.834 0.491 -1.397 0.00
H 4.898 2.077 -1.434 0.00
H 2.627 1.273 -0.879 -0.01
H 3.821 -0.231 2.376 0.00
H 4.410 -0.954 4.654 0.00
H 3.382 -2.986 5.659 0.00
H 1.611 -4.208 4.392 0.00
H 0.991 -3.512 2.095 0.00

Entry 8:
9
Properties=species:S:1:pos:R:3:nbo_charge:R:1 method="wB97M-V/def2-TZVPD" relative_energy_kj_mol=545.1 orbital_gap_ev="8.475 / 8.485" lumo_ev="-0.9 / -0.9"
C 2.236 1.149 -0.561 0.54
C -1.093 -0.268 0.292 0.41
O 2.835 0.268 -0.166 -0.12
F -0.454 0.928 0.229 -0.36
F -1.928 -0.456 -0.828 -0.37
F 1.999 -1.327 0.070 -0.68
H -0.537 -1.194 0.111 0.19
H 1.535 1.905 -0.895 0.26
H -1.596 -0.385 1.291 0.14

Entry 9:
6
Properties=species:S:1:pos:R:3:mulliken_spin:R:1 method="wB97M-V/def2-TZVPD" relative_energy_kj_mol=520.8 orbital_gap_ev="8.151 / 4.259" spin_multiplicity=6 lumo_ev="-7.0 / -8.7" total_charge=+1
Mn 1.206 -1.134 3.430 4.00
Cl -0.229 0.228 -0.700 -0.09
O -0.378 1.137 -1.910 0.58
O -0.103 1.259 0.371 0.41
O -1.315 -0.686 -0.307 0.07
O 0.819 -0.804 -0.884 0.03

Entry 10:
8
Properties=species:S:1:pos:R:3:nbo_charge:R:1 method="wB97M-V/def2-TZVPD" relative_energy_kj_mol=105.5 orbital_gap_ev=9.665 lumo_ev=-0.2
N 0.340 -1.349 0.240 -0.58
O -0.914 -0.697 -0.065 -0.58
P -0.212 1.106 -0.146 1.86
O 0.141 1.581 1.169 -1.04
Cl -1.601 2.270 -0.996 -0.20
Cl 1.367 0.773 -1.299 -0.19
H 0.413 -1.406 1.274 0.36
H 0.465 -2.278 -0.177 0.37

Entry 11:
82
Properties=species:S:1:pos:R:3:mulliken_spin:R:1 method="wB97M-V/def2-TZVPD" relative_energy_kj_mol=38.4 orbital_gap_ev="5.944 / 5.688" spin_multiplicity=2 lumo_ev="-0.6 / -1.4"
Bi 0.522 -0.333 -0.921 0.00
C 1.361 -1.726 1.597 0.01
C 0.341 -0.894 2.153 0.05
C -0.912 -1.428 1.732 0.01
C -0.621 -2.461 0.840 0.04
C 0.795 -2.700 0.802 0.04
C 1.441 -3.962 0.303 -0.01
C 0.688 -4.543 -0.897 0.00
C 2.906 -3.729 -0.067 0.00
C 1.384 -4.974 1.463 0.00
C -2.362 -1.155 2.116 -0.01
C -2.527 -1.041 3.638 0.00
C -2.941 0.074 1.404 0.00
C -3.255 -2.341 1.700 0.00
C 0.755 0.268 3.030 0.00
C 0.842 -0.204 4.491 0.01
C 2.157 0.772 2.636 0.01
C -0.168 1.486 2.929 0.01
H 2.410 -1.619 1.787 0.00
H -1.338 -3.071 0.328 -0.01
H 0.607 -3.810 -1.698 0.00
H -0.312 -4.855 -0.606 0.00
H 1.211 -5.418 -1.280 0.00
H 2.982 -2.969 -0.839 0.00
H 3.354 -4.649 -0.439 0.00
H 3.475 -3.400 0.798 0.00
H 0.355 -5.142 1.772 0.00
H 1.935 -4.592 2.320 0.00
H 1.820 -5.925 1.162 0.00
H -2.019 -0.181 4.056 0.00
H -2.134 -1.933 4.120 0.00
H -3.582 -0.954 3.894 0.00
H -2.470 0.996 1.721 0.00
H -4.005 0.155 1.615 0.00
H -2.815 -0.031 0.328 0.00
H -2.858 -3.279 2.079 0.00
H -3.360 -2.405 0.622 0.00
H -4.251 -2.204 2.117 0.00
H 1.535 -1.037 4.570 0.00
H -0.121 -0.535 4.864 0.00
H 1.200 0.607 5.122 0.00
H 2.929 0.060 2.910 0.00
H 2.371 1.697 3.170 0.00
H 2.225 0.964 1.567 0.00
H -1.163 1.289 3.306 0.00
H -0.251 1.803 1.893 0.00
H 0.246 2.308 3.511 0.00
C -3.645 3.589 -1.698 0.04
C -2.847 3.135 -0.660 -0.04
C -1.834 2.231 -0.905 0.03
C -1.591 1.769 -2.196 -0.07
C -2.400 2.231 -3.238 0.08
C -3.415 3.130 -2.986 -0.02
N -0.522 0.922 -2.429 0.14
N -0.053 0.902 -3.654 0.43
C 1.068 0.201 -3.844 -0.07
C 1.670 0.245 -5.120 0.13
C 2.843 -0.423 -5.352 -0.06
C 3.457 -1.137 -4.323 0.14
C 2.877 -1.179 -3.068 -0.07
C 1.687 -0.530 -2.792 0.16
H -4.434 4.298 -1.503 0.00
H -3.009 3.487 0.348 0.00
H -1.194 1.895 -0.106 -0.01
H -2.211 1.862 -4.234 0.00
H -4.032 3.476 -3.802 0.00
H 1.189 0.830 -5.889 0.00
H 3.306 -0.394 -6.328 0.00
H 4.392 -1.647 -4.499 0.01
H 3.378 -1.726 -2.284 0.01
O 2.010 2.015 -0.650 0.02
N 1.355 3.083 -0.872 -0.01
C 1.075 3.469 -2.135 0.00
C 0.265 4.550 -2.388 0.00
C -0.263 5.281 -1.337 0.00
C 0.082 4.911 -0.044 0.00
C 0.891 3.823 0.160 -0.01
H 1.500 2.857 -2.915 0.00
H 0.043 4.810 -3.409 0.00
H -0.924 6.111 -1.515 0.00
H -0.288 5.459 0.807 0.00
H 1.189 3.481 1.139 0.00

Entry 12:
60
Properties=species:S:1:pos:R:3:nbo_charge:R:1 method="wB97M-V/def2-TZVPD" orbital_gap_ev=8.929 lumo_ev=0.3
C -0.432 -2.368 2.589 -0.33
C -0.738 -2.471 1.206 -0.40
C 0.487 -2.618 0.500 -0.37
H -1.738 -2.540 0.782 0.24
C 1.559 -2.545 1.441 -0.37
C 0.994 -2.391 2.740 -0.39
H 1.547 -2.379 3.683 0.25
H -1.141 -2.320 3.409 0.25
H 0.574 -2.867 -0.555 0.25
H 2.620 -2.665 1.231 0.25
Lu 0.492 -0.298 1.537 1.71
Cl 2.644 0.857 1.511 -0.58
P -0.144 0.284 -1.180 0.78
C 1.018 -0.821 -2.097 -0.31
C 0.692 -1.524 -3.265 -0.22
H -0.335 -1.558 -3.626 0.23
C 1.695 -2.164 -4.004 -0.21
H 1.434 -2.676 -4.929 0.22
C 3.023 -2.141 -3.573 -0.20
H 3.817 -2.591 -4.178 0.22
C 3.333 -1.538 -2.349 -0.20
H 4.357 -1.567 -1.968 0.22
C 2.346 -0.883 -1.619 -0.22
H 2.611 -0.395 -0.675 0.25
C -1.743 -0.048 -2.026 -0.24
C -2.285 -1.351 -1.958 -0.24
H -1.800 -2.113 -1.344 0.22
C -3.421 -1.687 -2.698 -0.20
H -3.828 -2.701 -2.639 0.22
C -4.028 -0.735 -3.529 -0.20
H -4.878 -1.019 -4.160 0.22
C -3.542 0.579 -3.535 -0.21
H -4.026 1.330 -4.165 0.22
C -2.442 0.938 -2.748 -0.23
H -2.107 1.980 -2.724 0.23
C 0.331 1.907 -1.895 -0.24
C 0.990 2.007 -3.128 -0.23
H 1.407 1.117 -3.603 0.23
C 1.101 3.248 -3.762 -0.20
H 1.565 3.299 -4.746 0.22
C 0.622 4.403 -3.141 -0.20
H 0.673 5.364 -3.658 0.22
C 0.093 4.323 -1.847 -0.21
H -0.232 5.233 -1.341 0.22
C -0.035 3.086 -1.208 -0.22
H -0.427 3.013 -0.189 0.23
C 1.562 0.472 5.208 -1.14
Si -0.250 0.714 4.718 1.90
C -1.217 -0.707 5.535 -1.13
C -0.868 2.377 5.362 -1.13
O -0.426 0.621 3.096 -1.32
H 1.592 0.489 6.305 0.23
H 2.190 1.283 4.822 0.24
H 1.984 -0.478 4.859 0.23
H -1.190 -0.615 6.630 0.23
H -2.267 -0.674 5.207 0.23
H -0.792 -1.685 5.260 0.22
H -0.253 3.195 4.965 0.24
H -1.894 2.537 5.011 0.23
H -0.872 2.474 6.457 0.23

Entry 13:
32
Properties=species:S:1:pos:R:3:nbo_charge:R:1 method="wB97M-V/def2-TZVPD" orbital_gap_ev=3.870 lumo_ev=-14.9 total_charge=+3
Y 0.759 5.740 -2.907 2.49
C 1.007 -1.411 3.223 -0.61
C 0.018 -1.479 2.061 -0.44
C 0.010 -0.172 1.255 -0.22
N -0.767 -0.268 -0.032 -0.21
C -0.771 1.109 -0.667 -0.22
C 0.576 1.551 -1.230 -0.39
C 1.307 0.485 -2.037 -0.41
C 1.167 -0.943 -1.563 -0.42
C -0.248 -1.274 -1.018 -0.23
C -2.204 -0.651 0.230 -0.41
H 0.707 -2.092 4.015 0.26
H 1.097 -0.402 3.632 0.21
H 2.013 -1.709 2.927 0.23
H -1.000 -1.706 2.386 0.22
H 0.230 -2.390 1.490 0.22
H 1.009 0.150 0.967 0.22
H -0.382 0.570 1.951 0.24
H -1.064 1.809 0.114 0.23
H -1.560 1.066 -1.418 0.23
H 1.221 1.982 -0.455 0.22
H 0.410 2.441 -1.880 0.15
H 2.332 0.791 -2.245 0.24
H 0.767 0.509 -2.995 0.20
H 1.758 -1.179 -0.671 0.22
H 1.487 -1.613 -2.355 0.27
H -0.162 -2.280 -0.620 0.26
H -0.956 -1.315 -1.848 0.23
H -2.798 -0.714 -0.680 0.24
H -2.566 0.099 0.928 0.23
H -2.231 -1.652 0.654 0.25
Cl -1.166 4.949 -1.211 -0.50